1.
ORCA calculation (the ωB97M-V functional and the def2-TZVPD basis) on a structure of composition C27H38N8O8PPbS3.

The gap between HOMO and LUMO comes out at 0.28991 Eh. The calculation puts the highest occupied orbital energy at -5.503 eV. As for the relative energy (zero: lowest compared OMol25 entry of this formula, charge and spin): 9.7 kJ/mol. Its LUMO energy is 2.4 eV. Its net charge is -1.

Structure (XYZ):
```
86
C27H38N8O8PPbS3 the ωB97M-V functional and the def2-TZVPD basis
Pb -0.518 0.394 -0.563
S 3.684 -1.232 -3.816
S 0.376 1.147 -3.265
S 0.635 2.505 1.235
P -2.098 -1.243 2.312
O -1.707 -1.519 0.899
O 0.326 2.521 2.653
O -0.646 2.540 0.416
O 1.210 1.140 0.849
O 4.480 -1.051 -4.999
O 3.637 -2.546 -3.235
O -0.167 6.210 -3.616
O 1.531 3.564 0.799
N 1.526 -1.635 -0.714
N -2.712 1.966 -1.762
N -1.578 4.019 -2.577
N -2.691 -2.659 2.971
N -0.840 -0.610 3.162
N -3.322 -0.151 2.574
N 2.145 -0.674 -4.059
N -0.483 -2.192 -2.449
C -3.046 1.249 2.224
C 4.121 -0.028 -2.587
C 3.115 -2.310 0.938
C -0.330 -5.330 -0.500
C 1.422 -3.867 0.233
C -0.111 -3.157 -1.554
C 2.544 -3.546 1.031
C -4.677 -0.542 2.204
C 2.546 -1.362 0.063
C 0.975 -2.877 -0.664
C -0.257 6.004 -2.209
C 5.267 0.119 -1.837
C 5.284 1.143 -0.892
C -2.931 -2.700 4.400
C 1.894 0.362 -3.311
C -0.953 0.122 4.417
C -1.502 4.226 -4.025
C 0.502 -1.115 2.901
C -0.757 -4.369 -1.434
C -2.154 2.911 -2.135
C -0.394 4.539 -1.866
C 0.747 -5.110 0.311
C -1.314 5.711 -4.273
C 3.023 0.800 -2.428
C 3.042 1.822 -1.498
C 4.187 1.980 -0.722
C -2.281 -3.928 2.393
H 2.923 -0.348 0.039
H -1.168 -2.457 -3.134
H -0.334 1.019 4.347
H 6.111 -0.546 -1.967
H -0.861 -6.273 -0.446
H -0.509 4.383 -0.796
H 6.161 1.279 -0.272
H 0.815 -1.819 3.683
H -1.114 6.564 -1.812
H 1.198 -0.278 2.842
H -0.659 3.657 -4.434
H -1.173 5.898 -5.337
H 0.658 6.400 -1.772
H 0.491 3.987 -2.197
H 2.190 2.466 -1.336
H -3.273 -1.727 4.752
H -1.595 -4.587 -2.085
H -2.427 3.874 -4.482
H -4.855 -0.407 1.131
H -5.387 0.086 2.749
H -3.733 1.889 2.782
H 4.190 2.751 0.037
H -0.619 -0.494 5.260
H -2.206 6.254 -3.930
H 3.970 -2.034 1.540
H 2.934 -4.292 1.714
H -4.856 -1.583 2.461
H -3.711 -3.434 4.621
H 0.528 -1.632 1.943
H -3.084 -4.662 2.514
H -1.378 -4.329 2.872
H -1.985 0.418 4.592
H -2.071 -3.797 1.335
H 0.243 -1.582 -2.799
H -2.033 -2.981 4.966
H 1.096 -5.863 1.007
H -2.023 1.533 2.462
H -3.203 1.430 1.154
```

***

2.
ORCA calculation (the ωB97M-V functional and the def2-TZVPD basis) on a structure of composition C30H19Cl6N4O7S2Ti.

The gap between HOMO and LUMO comes out at 0.22534 Eh. The calculation puts the highest occupied orbital energy at -5.648 eV. Its LUMO energy is 0.5 eV. Its net charge is -1.

Structure (XYZ):
```
69
C30H19Cl6N4O7S2Ti the ωB97M-V functional and the def2-TZVPD basis
Ti -0.458 -0.100 1.513
Cl -1.206 5.540 -0.137
Cl 0.916 6.566 1.881
Cl -1.981 2.630 -0.251
Cl 1.530 1.650 3.858
Cl -0.226 -4.865 -6.324
Cl 2.242 4.583 3.870
S -1.048 -2.548 0.452
S -2.478 -2.284 -2.258
O 1.295 -2.668 3.989
O 6.315 -1.654 2.795
O -0.196 0.190 -0.340
O 6.672 -0.150 1.123
O -0.042 -1.240 2.910
O 0.964 0.242 -3.698
O 1.278 -1.177 -1.360
N -2.948 -0.796 -0.252
N -1.928 0.614 3.323
N -2.596 -0.294 0.972
N 1.717 -0.250 1.500
C -0.748 3.071 0.897
C 4.456 -0.657 1.745
C -3.166 0.897 2.896
C -0.778 -2.300 -5.669
C 1.279 -3.207 -4.799
C -4.086 1.581 3.671
C 1.100 4.005 2.720
C -0.143 2.117 1.735
C 2.575 0.464 0.769
C -1.594 0.938 4.565
C -3.712 1.964 4.951
C 2.211 -1.167 2.347
C 0.509 -0.258 -1.369
C -1.494 0.066 -5.253
C -2.191 -1.819 -0.577
C 3.554 -1.408 2.497
C 1.527 -1.998 -4.172
C -3.497 0.349 1.591
C 0.762 2.658 2.660
C 0.117 -3.345 -5.538
C -0.530 -1.073 -5.059
C 3.941 0.292 0.873
C 0.157 0.561 -2.595
C 1.147 -1.809 3.172
C 5.990 -0.861 1.889
C -1.246 -3.548 -2.621
C -0.437 4.428 0.932
C -2.457 1.618 5.413
C 0.632 -0.946 -4.299
C 0.506 4.897 1.838
H -1.671 -2.433 -6.267
H 2.140 1.196 0.103
H 3.924 -2.145 3.197
H -1.917 0.034 -6.258
H -1.717 -4.307 -3.244
H 4.636 0.880 0.286
H -5.072 1.794 3.280
H -0.397 -3.108 -3.147
H -4.403 2.508 5.582
H -0.899 0.366 -2.792
H -2.134 1.866 6.415
H 2.403 -1.856 -3.551
H 1.969 -4.035 -4.702
H -1.000 1.028 -5.119
H -4.494 0.437 1.178
H -0.896 -3.995 -1.695
H 0.260 1.622 -2.379
H -2.323 0.006 -4.542
H -0.611 0.641 4.882
```

***

3.
ORCA calculation (the ωB97M-V functional and the def2-TZVPD basis) on a cluster of 11 separate species, C15H52O11 in total in a non-equilibrium geometry.

The gap between HOMO and LUMO comes out at 0.38120 Eh. Its structure (SMILES) is CCO.CCO.CCO.CCO.CO.CO.CO.CO.CO.CO.CO. The calculation puts the highest occupied orbital energy at -10.175 eV. As for the relative energy (zero: lowest compared OMol25 entry of this formula, charge and spin): 607.6 kJ/mol. Its LUMO energy is 0.2 eV. Its net charge is 0.

Structure (XYZ):
```
78
C15H52O11 the ωB97M-V functional and the def2-TZVPD basis
O 7.600 -3.050 20.680
O 15.164 -9.711 19.894
O 16.936 -10.814 13.976
O 16.214 -1.175 11.853
O 9.050 -7.064 19.815
O 13.864 1.162 21.072
O 11.777 -7.512 13.013
O 17.570 1.208 19.303
O 15.559 -7.459 23.196
O 12.160 -4.775 17.980
O 11.676 -1.357 16.051
C 11.351 -6.790 14.103
C 10.702 -1.390 14.997
C 16.401 -9.934 13.077
C 16.983 -8.811 18.727
C 9.659 -8.312 20.006
C 13.477 -5.016 18.522
C 13.715 -0.013 21.904
C 16.610 -3.180 13.318
C 15.889 -9.888 18.664
C 16.684 -8.477 13.445
C 8.206 -2.245 19.602
C 15.623 -2.170 12.666
C 17.898 -0.908 18.190
C 18.482 0.436 18.535
C 15.532 -8.109 24.433
H 17.189 -2.646 14.072
H 16.833 -1.633 11.280
H 17.555 -1.414 19.093
H 14.318 -0.012 22.812
H 11.062 -2.035 14.195
H 14.169 -5.117 17.685
H 11.497 -8.413 13.193
H 14.959 -2.799 12.073
H 17.003 -0.913 17.567
H 16.213 -8.227 14.396
H 18.614 -1.515 17.636
H 12.664 -0.231 22.095
H 16.304 -10.888 18.546
H 15.178 -9.809 17.841
H 18.018 2.019 19.553
H 16.036 -7.481 25.168
H 15.104 -1.600 13.435
H 14.090 -0.889 21.375
H 10.745 -8.229 19.964
H 14.568 -10.462 19.942
H 16.776 -10.184 12.085
H 17.384 -3.490 12.616
H 15.319 -10.063 13.045
H 17.728 -8.166 13.503
H 9.362 -8.986 19.202
H 12.044 -6.931 14.932
H 9.733 -1.757 15.335
H 14.794 1.189 20.838
H 9.282 -2.084 19.677
H 18.823 0.999 17.667
H 17.875 -10.633 14.059
H 8.117 -2.791 18.662
H 13.889 -4.181 19.090
H 16.261 -7.804 12.699
H 9.638 -6.612 19.206
H 15.114 -7.980 22.524
H 14.507 -8.324 24.736
H 7.756 -3.977 20.485
H 17.649 -8.979 19.573
H 7.707 -1.292 19.430
H 16.592 -7.815 18.932
H 11.490 -0.600 16.612
H 10.576 -0.389 14.583
H 13.566 -5.960 19.060
H 17.550 -8.889 17.799
H 19.329 0.156 19.161
H 11.311 -5.740 13.815
H 10.342 -7.060 14.416
H 12.162 -3.931 17.523
H 16.230 -8.946 24.451
H 16.087 -3.999 13.812
H 9.400 -8.886 20.896
```

***

4.
ORCA calculation (the ωB97M-V functional and the def2-TZVPD basis) on a structure of composition C6H14O in a non-equilibrium geometry.

The gap between HOMO and LUMO comes out at 0.33830 Eh. The calculation puts the highest occupied orbital energy at -8.448 eV. As for the relative energy (zero: lowest compared OMol25 entry of this formula, charge and spin): 443.2 kJ/mol. Its LUMO energy is 0.8 eV. Its net charge is 0.

Structure (XYZ):
```
21
C6H14O the ωB97M-V functional and the def2-TZVPD basis
O -1.893 -0.513 1.610
C 1.063 0.280 0.619
C 1.159 -0.358 1.778
C -0.822 -1.002 -1.953
C 1.370 1.727 0.412
C -1.843 0.344 0.526
C 0.543 -1.192 -1.922
H -1.009 -0.535 2.013
H -1.461 -1.855 -1.754
H 1.456 2.252 1.361
H 0.956 -2.132 -1.585
H 0.599 2.210 -0.189
H -2.849 0.439 0.128
H 1.189 -0.670 -2.615
H -1.230 -0.338 -2.707
H 0.984 -0.340 -0.363
H -1.360 -0.247 -0.587
H 1.346 0.169 2.704
H -1.530 1.354 0.801
H 2.305 1.834 -0.135
H 1.025 -1.428 1.857
```